84
Properties=species:S:1:pos:R:3:forces:R:3 method="wB97M-V/def2-TZVPD" e_tot_ev=-60763.213 total_charge=+1 homo_lumo_gap_ev=5.52 multiplicity=1
C 4.53018 5.61387 -0.35458 -0.311 0.857 -0.030
N 4.65365 4.20474 -0.68067 -0.228 -0.972 0.140
C 5.99899 3.65020 -0.74929 0.001 0.016 0.468
C 6.65720 4.04896 -2.03940 0.488 0.663 -2.096
F 7.91924 3.55359 -2.20301 -1.527 0.478 0.491
F 5.89698 3.60601 -3.09928 0.804 0.338 0.998
F 6.72643 5.41418 -2.16415 0.085 -1.245 0.140
C 3.55261 3.41738 -0.75965 0.558 0.184 0.077
C 3.61013 1.99967 -0.65991 -0.459 -0.567 -0.307
C 2.45442 1.24931 -0.70459 0.736 -0.042 0.398
C 1.15507 1.84697 -0.55299 -0.594 -0.254 0.308
C 0.00268 1.08310 -0.19687 1.293 0.891 -1.087
C -1.30780 1.64891 -0.26332 -1.482 0.622 1.056
C -2.28126 0.99675 -1.07694 1.114 0.101 -0.326
C -3.19055 1.77137 -1.77799 -0.318 0.526 0.373
C -3.37229 3.13418 -1.43486 0.348 -0.373 -0.129
N -4.24124 3.96506 -2.19099 -0.342 -0.023 0.285
C -4.24113 3.74495 -3.64644 -0.078 0.120 -0.078
C -5.60412 4.11528 -1.63336 0.505 -0.350 0.022
C -5.79904 5.30217 -0.72647 -0.160 1.272 0.709
F -7.10848 5.38674 -0.30359 1.624 -0.150 -0.547
F -5.01436 5.20542 0.39960 -0.869 0.281 -0.904
F -5.48310 6.48149 -1.34543 -0.343 -1.146 0.717
C -2.66446 3.66554 -0.33357 -0.469 0.042 -0.189
C -1.66092 2.93111 0.26761 0.607 -0.200 -0.729
C 1.13494 3.26997 -0.78733 0.123 0.371 0.110
C 2.28252 4.00985 -0.95937 -0.960 -0.112 0.205
H 3.82050 5.75591 0.48038 0.239 -0.124 -0.406
H 5.50640 5.98905 -0.02918 -0.292 -0.076 -0.199
H 4.19005 6.20900 -1.22498 0.282 -0.229 0.463
H 6.59472 4.03985 0.08650 -0.036 -0.310 -0.180
H 5.97221 2.56037 -0.74888 0.235 0.346 0.195
H 4.57580 1.51211 -0.53039 -0.543 -0.131 -0.374
H 2.54799 0.16726 -0.81826 -0.049 0.438 0.311
H 0.10694 0.00805 -0.04827 -0.013 0.052 -0.382
H -2.16495 -0.06864 -1.27920 0.058 0.245 -0.169
H -3.76998 1.36411 -2.61200 0.118 -0.090 0.547
H -3.46530 3.02249 -3.93878 -0.266 0.393 0.063
H -5.22033 3.37676 -3.97244 0.229 -0.168 -0.101
H -4.06650 4.69519 -4.16952 0.056 -0.245 0.146
H -6.30597 4.25578 -2.46540 0.071 -0.265 0.362
H -5.83165 3.22865 -1.01716 -0.390 0.234 -0.367
H -2.87676 4.69487 -0.03630 0.110 -0.474 0.026
H -1.07833 3.36820 1.08906 -0.156 -0.209 -0.474
H 0.18039 3.79309 -0.80878 0.272 -0.183 -0.273
H 2.21593 5.05536 -1.25225 -0.053 -0.236 0.284
O -0.93446 -4.11054 -0.48999 -0.444 0.746 -0.423
C -0.27701 -4.27401 0.75208 0.360 -0.504 -1.027
C -0.25513 -5.77175 1.01880 -0.338 0.408 0.503
C -0.02937 -6.59966 -0.07233 0.284 -0.682 0.071
C 0.13724 -7.97397 0.12944 -0.292 0.373 0.196
C -0.02187 -8.51742 1.40998 0.141 0.201 0.032
C -0.26453 -7.67783 2.50258 -0.059 0.287 -0.113
C -0.35929 -6.29155 2.31097 0.217 -0.397 -0.347
C 1.15765 -3.75606 0.68708 0.069 -0.596 -0.163
C 1.31946 -2.49090 0.12615 0.356 0.600 0.630
C 2.17885 -1.63049 0.81660 0.845 -0.400 -0.533
C 3.26425 -2.19136 1.50964 -0.309 -0.098 0.764
C 3.28856 -3.56557 1.77332 0.094 -0.228 -0.462
C 2.18874 -4.35936 1.41127 0.023 0.897 0.215
C -0.99725 -3.39855 1.79903 0.687 -0.048 0.890
C -2.39632 -3.91283 2.13260 0.406 0.148 -0.424
C -3.21784 -2.64906 2.39261 -0.300 0.166 0.292
C -2.34107 -1.44353 1.98603 -0.108 0.173 0.448
N -1.16502 -2.01192 1.33283 -0.123 -0.065 -0.691
H -1.25904 -3.18590 -0.52810 0.242 -0.502 0.211
H 0.05650 -6.16779 -1.07021 -0.016 -0.160 0.327
H 0.37797 -8.60196 -0.72392 -0.123 -0.030 0.193
H 0.07237 -9.59318 1.56024 -0.026 0.290 -0.028
H -0.38179 -8.08209 3.51027 0.094 0.024 -0.354
H -0.47516 -5.60480 3.15296 0.002 -0.416 -0.188
H 0.78411 -2.21240 -0.78572 -0.593 0.265 0.815
H 2.00538 -0.55167 0.85462 0.554 -0.466 -0.473
H 4.07236 -1.54030 1.85800 -0.414 -0.253 0.146
H 4.12595 -4.03864 2.28719 -0.117 0.296 -0.164
H 2.10525 -5.41141 1.69198 0.054 0.454 0.121
H -0.36142 -3.34865 2.70020 -0.197 -0.393 -0.027
H -2.76456 -4.45945 1.25757 -0.064 0.019 0.236
H -2.32971 -4.60618 2.97443 -0.341 0.219 -0.156
H -4.14589 -2.68561 1.81779 0.041 0.122 0.190
H -3.46258 -2.56822 3.45516 -0.181 0.007 -0.198
H -2.86525 -0.73660 1.32991 0.065 -0.209 0.017
H -2.03429 -0.86391 2.87439 -0.197 -0.192 -0.107
H -0.33329 -1.45908 1.52722 -0.310 -0.348 0.033

20
Properties=species:S:1:pos:R:3:forces:R:3 method="wB97M-V/def2-TZVPD" e_tot_ev=-8488.121 total_charge=0 homo_lumo_gap_ev=9.17 multiplicity=1
C 1.93766 2.21744 -0.72368 1.538 -0.157 -0.092
C 1.19321 1.43351 -1.48484 -1.947 -0.621 0.415
C 0.07781 0.65427 -0.90646 -0.750 -0.964 0.937
C 0.05907 -0.07087 0.24592 0.759 -0.318 -1.203
C 1.20064 -0.27762 1.17367 2.168 -0.738 0.412
C -1.03698 -1.02551 0.47096 -2.045 0.418 -0.396
C -0.89421 -2.32791 0.58208 -1.622 -2.460 -0.226
C -2.46598 -0.44260 0.40656 1.901 1.270 -0.425
H 1.90456 2.20842 0.36769 -0.559 0.212 -0.457
H 2.82378 2.69696 -1.11155 -0.060 0.367 -0.271
H 1.15931 1.28941 -2.57391 0.870 0.666 0.387
H -0.83384 0.51504 -1.52121 0.719 0.328 0.176
H 0.94889 -0.14118 2.23835 -0.038 0.140 -0.434
H 2.07108 0.33496 0.91254 -0.420 0.143 0.292
H 1.69350 -1.30937 1.12971 -1.254 0.892 -0.133
H -0.01587 -2.95983 0.47245 0.258 0.628 0.254
H -1.84826 -2.96426 0.60446 1.418 1.025 0.190
H -3.28139 -1.06413 0.66063 -0.481 -0.958 0.908
H -2.40830 0.48611 1.00438 -0.658 -0.332 -0.368
H -2.68883 -0.20238 -0.63717 0.205 0.459 0.033

67
Properties=species:S:1:pos:R:3:forces:R:3 method="wB97M-V/def2-TZVPD" e_tot_ev=-39512.686 total_charge=0 smiles="CCCn1cc(CN2CCC(n3nccc3NC(=O)CCOc3ccccc3)CC2)c(C)n1" homo_lumo_gap_ev=8.94 multiplicity=1
C -7.10789 -0.40315 -0.77491 -0.021 0.182 0.127
C -6.92788 1.10471 -0.65996 0.163 -0.126 -0.190
C -5.68967 1.58377 -1.42621 -0.650 0.152 0.011
N -4.47659 1.08240 -0.84332 0.431 0.180 0.335
C -3.84633 1.53260 0.25873 0.243 -0.210 0.037
C -2.76649 0.70414 0.48373 -0.276 0.122 0.052
C -1.78149 0.81522 1.59874 -0.066 -0.024 0.007
N -0.40193 0.97213 1.14626 -0.107 0.154 0.018
C 0.47656 1.21712 2.27789 0.207 -0.204 -0.011
C 1.94041 1.22516 1.84229 -0.125 0.304 0.069
C 2.13345 2.29301 0.76376 -0.457 -0.230 0.072
N 3.50627 2.44755 0.34682 0.344 -0.265 -0.237
N 4.09948 3.61899 0.61059 -0.037 0.795 0.347
C 5.32428 3.53387 0.13600 -0.262 -0.266 0.002
C 5.55456 2.28642 -0.45251 -0.049 -0.230 -0.075
C 4.35956 1.60989 -0.29788 0.514 0.374 -0.040
N 4.00660 0.32480 -0.68333 -0.534 0.215 0.284
C 4.76845 -0.48077 -1.47392 -0.136 -0.590 -0.156
O 5.84905 -0.17724 -1.92326 0.172 0.107 -0.016
C 4.14015 -1.84753 -1.72800 -0.154 0.143 -0.018
C 2.64399 -1.79963 -2.05793 0.310 -0.221 -0.337
O 1.83667 -1.54054 -0.92617 -0.224 0.048 0.273
C 1.57187 -2.55514 -0.03673 -0.093 0.006 0.236
C 2.03968 -3.85783 -0.14130 0.097 0.164 -0.299
C 1.69804 -4.78642 0.82973 -0.069 -0.057 0.125
C 0.90207 -4.43173 1.90184 0.012 -0.174 0.045
C 0.43279 -3.13104 1.99931 0.035 0.023 -0.027
C 0.76138 -2.19596 1.03975 0.155 -0.026 -0.110
C 1.16740 2.02334 -0.39088 -0.068 0.296 0.214
C -0.25629 2.02486 0.15615 0.141 -0.137 -0.319
C -2.83158 -0.24331 -0.56390 -0.132 0.264 0.197
C -1.91454 -1.37749 -0.84272 -0.096 0.049 -0.033
N -3.86939 0.00904 -1.34325 0.001 -0.512 -0.610
H -7.95423 -0.73316 -0.17774 -0.078 -0.087 0.028
H -7.28230 -0.68609 -1.81011 -0.010 -0.092 -0.110
H -6.21581 -0.91940 -0.42937 0.045 -0.109 0.016
H -7.80427 1.61598 -1.06207 -0.014 0.081 0.038
H -6.82614 1.38546 0.39082 -0.039 0.099 -0.005
H -5.72402 1.21667 -2.45408 0.067 0.110 0.068
H -5.65229 2.67750 -1.43333 0.063 -0.115 -0.069
H -4.19342 2.39175 0.79801 -0.082 0.204 0.113
H -2.08451 1.66443 2.23900 0.040 -0.102 0.031
H -1.81451 -0.09513 2.20951 -0.001 0.110 0.086
H 0.23771 2.18200 2.76391 -0.034 -0.066 0.009
H 0.31944 0.42439 3.01479 -0.022 0.053 0.030
H 2.57648 1.44259 2.70191 0.049 -0.016 -0.024
H 2.20427 0.23770 1.46323 0.042 -0.089 0.010
H 1.88860 3.27060 1.19812 0.055 -0.182 -0.093
H 5.99950 4.36067 0.22966 0.109 0.198 0.035
H 6.44105 1.92200 -0.92404 0.112 -0.106 -0.094
H 3.09492 -0.01355 -0.40245 0.155 -0.115 -0.063
H 4.68494 -2.30521 -2.55415 0.015 0.059 0.060
H 4.29999 -2.45808 -0.83499 0.016 -0.044 -0.056
H 2.33124 -2.73136 -2.54232 0.002 0.110 0.047
H 2.43800 -0.97473 -2.74718 0.003 -0.139 0.054
H 2.66152 -4.17210 -0.96482 0.065 0.021 -0.079
H 2.06582 -5.79780 0.73946 0.032 -0.075 -0.007
H 0.64586 -5.16241 2.65364 -0.020 -0.065 0.061
H -0.19683 -2.84412 2.82870 -0.066 0.036 0.076
H 0.38621 -1.18578 1.08602 -0.055 0.173 -0.033
H 1.35783 1.04980 -0.84271 0.001 -0.044 -0.078
H 1.27391 2.79240 -1.15725 0.046 0.005 -0.015
H -0.48918 3.01717 0.58514 -0.043 -0.007 -0.020
H -0.96091 1.83156 -0.65480 0.045 0.116 0.062
H -2.27054 -1.91891 -1.71469 0.011 -0.084 -0.048
H -1.87364 -2.05427 0.00924 0.071 -0.095 0.009
H -0.90732 -1.01185 -1.03046 0.152 -0.051 -0.013

5
Properties=species:S:1:pos:R:3:forces:R:3 method="wB97M-V/def2-TZVPD" e_tot_ev=-159523.081 total_charge=0 smiles="O=P(Br)(Br)I" homo_lumo_gap_ev=7.23 multiplicity=1
O 0.28631 1.29485 1.13873 0.381 -0.757 0.358
P 0.12843 0.19590 0.19224 -0.585 -0.767 -1.078
Br 2.12222 -0.67451 -0.76107 -1.869 0.595 0.956
Br -0.98288 1.08424 -1.54628 0.457 -0.768 0.445
I -1.55408 -1.90047 0.97638 1.616 1.697 -0.681